No. 1
Formula: C28H19AlN6O2S2
Source: OMol25
Level of theory: the ωB97M-V functional and the def2-TZVPD basis

The value obtained for the LUMO energy is -6.9 eV. The total charge is +2. The largest force on an atom is 0.29 eV/Å. Its HOMO energy is -14.176 eV. Its gap between HOMO and LUMO is 7.3 eV.

Each line ends with the Löwdin charge.
Cartesian coordinates (Å):
Al1 -0.925 -0.266 -0.116  0.16
C1 -6.239 5.145 2.160  -0.03
C2 -5.313 4.238 1.406  -0.23
C3 -5.311 4.229 0.012  0.00
C4 -4.451 3.412 -0.699  -0.02
C5 -3.582 2.592 0.011  -0.30
C6 -3.560 2.573 1.403  -0.05
C7 -4.426 3.399 2.089  -0.01
S1 -2.532 1.547 -0.883  0.78
O1 -2.673 1.752 -2.285  -0.21
O2 -2.753 0.114 -0.403  -0.21
N1 -0.999 1.609 -0.352  -0.09
C8 0.044 2.146 -1.142  -0.23
C9 0.220 3.442 -1.531  0.04
C10 1.354 3.800 -2.298  -0.02
C11 2.297 2.877 -2.645  0.01
C12 2.137 1.523 -2.260  -0.12
C13 3.041 0.492 -2.582  0.06
C14 2.785 -0.799 -2.188  0.00
C15 1.618 -1.075 -1.479  -0.05
N2 0.742 -0.132 -1.148  0.09
C16 0.995 1.168 -1.522  -0.11
H1 -5.802 6.142 2.243  0.10
H2 -6.423 4.777 3.167  0.09
H3 -7.192 5.249 1.643  0.09
H4 -5.998 4.870 -0.525  0.13
H5 -4.451 3.401 -1.780  0.12
H6 -2.881 1.920 1.936  0.11
H7 -4.424 3.395 3.171  0.12
H8 -0.505 4.195 -1.251  0.13
H9 1.473 4.831 -2.601  0.12
H10 3.169 3.163 -3.219  0.13
H11 3.936 0.726 -3.146  0.14
H12 3.464 -1.605 -2.425  0.13
H13 1.382 -2.087 -1.176  0.12
S2 -0.561 -6.107 4.314  1.12
N3 -0.289 -4.554 4.621  -0.19
C17 -0.488 -3.899 3.489  -0.29
C18 -0.360 -2.466 3.309  -0.05
C19 -0.014 -1.553 4.311  0.07
C20 0.061 -0.209 4.007  0.02
C21 -0.212 0.215 2.713  -0.03
N4 -0.542 -0.648 1.750  0.10
C22 -0.610 -1.969 2.036  -0.09
C23 -0.977 -2.837 0.928  -0.10
N5 -1.189 -2.219 -0.255  0.09
C24 -1.576 -2.942 -1.305  -0.03
C25 -1.743 -4.320 -1.223  0.02
C26 -1.511 -4.962 -0.024  0.07
C27 -1.120 -4.210 1.089  -0.05
C28 -0.859 -4.744 2.411  -0.29
N6 -0.938 -6.020 2.755  -0.19
H14 0.189 -1.916 5.311  0.14
H15 0.327 0.518 4.761  0.13
H16 -0.172 1.259 2.429  0.14
H17 -1.761 -2.405 -2.227  0.15
H18 -2.059 -4.869 -2.098  0.13
H19 -1.632 -6.033 0.075  0.14

***

No. 2
Formula: C28H19BO4S
Source: OMol25
Level of theory: the ωB97M-V functional and the def2-TZVPD basis

The value obtained for the LUMO energy is -1.0 eV. The total charge is 0. The largest force on an atom is 0.57 eV/Å. Its HOMO energy is -9.674 eV. Its gap between HOMO and LUMO is 8.7 eV. As for the SMILES: O=C1c2ccccc2C(=O)c2ccccc21.O=C1c2ccccc2C(=O)c2ccccc21.BS.

Each line ends with the Löwdin charge.
Cartesian coordinates (Å):
O1 -1.933 -3.266 -2.387  0.10
C1 -2.016 -2.057 -2.439  -0.28
C2 -0.802 -1.194 -2.458  -0.09
C3 0.452 -1.798 -2.445  -0.01
C4 1.595 -1.019 -2.456  -0.06
C5 1.495 0.368 -2.481  -0.06
C6 0.251 0.975 -2.494  0.00
C7 -0.902 0.196 -2.483  -0.08
C8 -2.229 0.879 -2.487  -0.27
O2 -2.312 2.088 -2.477  0.09
C9 -3.442 0.018 -2.502  -0.08
C10 -4.691 0.622 -2.522  0.00
C11 -5.836 -0.159 -2.511  -0.05
C12 -5.738 -1.546 -2.491  -0.06
C13 -4.494 -2.153 -2.474  0.00
C14 -3.342 -1.374 -2.477  -0.08
H1 0.500 -2.879 -2.421  0.12
H2 2.570 -1.488 -2.428  0.11
H3 2.391 0.973 -2.466  0.11
H4 0.143 2.051 -2.498  0.12
H5 -4.753 1.702 -2.539  0.09
H6 -6.809 0.315 -2.522  0.11
H7 -6.635 -2.151 -2.487  0.11
H8 -4.384 -3.229 -2.455  0.12
O3 3.538 -1.226 5.690  0.11
C15 3.277 -0.917 4.548  -0.28
C16 2.081 -1.467 3.848  -0.08
C17 1.239 -2.336 4.535  0.00
C18 0.119 -2.854 3.907  -0.05
C19 -0.167 -2.508 2.590  -0.05
C20 0.668 -1.646 1.900  0.00
C21 1.795 -1.122 2.528  -0.08
C22 2.680 -0.204 1.756  -0.27
O4 2.437 0.062 0.598  0.10
C23 3.863 0.366 2.461  -0.08
C24 4.692 1.249 1.778  0.00
C25 5.793 1.797 2.414  -0.06
C26 6.072 1.464 3.735  -0.06
C27 5.251 0.584 4.419  0.00
C28 4.143 0.032 3.785  -0.08
H9 1.486 -2.588 5.557  0.12
H10 -0.535 -3.530 4.442  0.11
H11 -1.043 -2.915 2.102  0.11
H12 0.473 -1.363 0.874  0.11
H13 4.450 1.490 0.751  0.12
H14 6.438 2.485 1.882  0.11
H15 6.932 1.895 4.230  0.11
H16 5.444 0.306 5.447  0.12
B1 -3.459 5.410 -3.350  -0.47
S1 -4.990 4.764 -2.737  0.70
H17 -2.562 4.641 -3.422  -0.03
H18 -3.381 6.566 -3.607  -0.03
H19 -5.816 5.689 -3.260  -0.15

***

No. 3
Formula: C28H19BrCl2N2O8Os
Source: OMol25
Level of theory: the ωB97M-V functional and the def2-TZVPD basis

The value obtained for the LUMO energy (spin up / spin down) is -10.5 / -10.5 eV. The total charge is +2. The largest force on an atom is 1.70 eV/Å. Its HOMO energy (spin up / spin down) is -12.737 / -12.724 eV. Its gap between HOMO and LUMO (spin up / spin down) is 2.2 / 2.2 eV.

Each line ends with the Löwdin charge.
Cartesian coordinates (Å):
Os1 2.388 0.064 -1.134  1.72
O1 6.043 -0.244 2.666  0.16
C1 4.988 0.008 1.900  -0.47
O2 3.961 0.517 2.249  0.14
C2 5.215 -0.453 0.492  -0.13
C3 6.341 -1.075 -0.017  0.07
C4 6.352 -1.501 -1.354  0.02
C5 5.262 -1.323 -2.194  0.01
C6 4.181 -0.676 -1.609  -0.24
N1 4.220 -0.263 -0.373  -0.05
C7 2.575 1.496 -2.477  -0.53
O3 2.207 1.854 -3.648  0.23
O4 3.218 1.985 -1.580  0.09
H1 5.853 0.050 3.573  0.16
H2 7.196 -1.242 0.620  0.14
H3 7.235 -2.004 -1.726  0.13
H4 5.255 -1.673 -3.214  0.12
H5 1.649 1.146 -4.027  0.16
Cl1 -5.978 2.646 -2.676  0.81
C8 -4.770 3.306 -1.643  -0.55
C9 -4.536 4.659 -1.643  -0.06
C10 -3.561 5.182 -0.796  0.00
C11 -2.843 4.355 0.057  -0.07
C12 -3.061 2.992 0.059  -0.56
Cl2 -2.241 2.042 1.232  0.86
C13 -4.025 2.420 -0.808  -0.26
N2 -4.366 1.101 -0.825  0.14
C14 -3.679 -0.031 -0.449  -0.19
C15 -4.415 -0.991 0.289  0.04
C16 -3.807 -2.135 0.734  -0.02
C17 -2.470 -2.369 0.400  0.01
C18 -1.766 -1.463 -0.393  0.01
C19 -2.336 -0.287 -0.828  -0.15
C20 -1.584 0.592 -1.795  -0.01
C21 -0.097 0.487 -1.603  -0.61
O5 0.657 -0.143 -2.416  -0.09
O6 0.471 1.043 -0.627  -0.06
H6 -5.108 5.300 -2.297  0.13
H7 -3.376 6.247 -0.790  0.13
H8 -2.124 4.769 0.750  0.12
H9 -5.317 0.936 -1.150  0.12
H10 -5.445 -0.777 0.541  0.14
H11 -4.354 -2.844 1.338  0.13
H12 -1.978 -3.271 0.737  0.12
H13 -0.752 -1.708 -0.687  0.11
H14 -1.818 1.649 -1.679  0.12
H15 -1.839 0.299 -2.816  0.16
Br1 -2.714 -2.328 4.604  0.82
C22 -1.231 -2.261 3.452  -0.69
C23 -0.808 -1.030 2.958  -0.11
C24 0.245 -0.984 2.065  -0.02
C25 0.890 -2.162 1.697  -0.14
C26 0.497 -3.385 2.234  0.01
C27 -0.575 -3.439 3.106  -0.10
C28 1.997 -2.130 0.716  -0.47
O7 3.083 -2.601 0.843  0.18
O8 1.603 -1.521 -0.463  -0.21
H16 -1.306 -0.125 3.277  0.10
H17 0.573 -0.033 1.663  0.11
H18 1.026 -4.288 1.964  0.14
H19 -0.899 -4.382 3.523  0.12